No. 1
Density functional theory data (ωB97M-V/def2-TZVPD) for a 2-piece molecular cluster, C3H11N2 overall in a non-equilibrium geometry.

Element x y z (Å)
C1 1.512 -0.168 0.476
C2 1.115 0.095 -0.786
N1 0.350 -0.747 -1.520
N2 1.652 1.005 1.392
H1 1.461 -1.131 0.960
H2 1.423 1.042 -1.239
H3 0.287 -0.498 -2.500
H4 -0.576 -1.012 -1.196
H5 2.438 0.883 2.032
H6 0.799 1.090 1.947
H7 1.742 1.868 0.851
C3 -2.437 -0.475 -0.084
H8 -2.092 -1.485 0.160
H9 -2.566 -0.415 -1.164
H10 -1.716 0.264 0.265
H11 -3.393 -0.317 0.405

Properties
LUMO energy in Eh: -0.139
Relative energy (zero: lowest compared OMol25 entry of this formula, charge and spin) in kJ/mol: 165.07
Charge: +1
DFT total energy in hartree: -230.1195
Gap between HOMO and LUMO in eV: 9.6



No. 2
Density functional theory data (ωB97M-V/def2-TZVPD) for C10H24CoIO3P2 as an isolated structure in a non-equilibrium geometry.

Element x y z (Å)
C1 -0.226 -0.167 -3.517
I1 -2.137 -0.320 -2.409
H1 0.671 -0.304 -2.909
H2 -0.242 0.816 -3.993
H3 -0.321 -0.963 -4.262
Co1 -0.993 -0.015 -0.319
P1 -0.015 1.830 -0.367
C2 -1.215 3.146 -0.812
C3 0.835 2.672 1.021
H4 1.238 3.632 0.675
H5 1.697 3.103 -1.527
H6 1.657 2.040 1.372
H7 2.180 1.400 -1.270
H8 -2.020 3.149 -0.065
H9 0.135 2.847 1.842
C4 1.353 2.058 -1.567
H10 -0.713 4.122 -0.805
H11 1.051 1.812 -2.589
H12 -1.644 2.951 -1.801
P2 0.022 -1.861 -0.114
C5 -1.163 -3.248 -0.301
C6 1.333 -2.216 -1.343
H13 1.719 -1.680 1.617
H14 1.435 -3.383 1.141
H15 0.270 -2.554 2.226
C7 0.950 -2.426 1.372
H16 2.160 -1.515 -1.162
H17 1.692 -3.245 -1.197
H18 -0.630 -4.200 -0.173
H19 -1.632 -3.207 -1.293
H20 0.967 -2.101 -2.367
H21 -1.938 -3.157 0.473
C8 -2.614 0.179 0.376
O1 -3.723 0.315 0.692
C9 0.471 0.252 3.866
O2 0.270 0.402 2.443
C10 -0.839 -0.141 1.859
O3 -1.687 -0.714 2.531
H22 -0.412 0.534 4.451
H23 1.295 0.932 4.095
H24 0.760 -0.777 4.110

Properties
2S+1: 5
LUMO energy (spin up / spin down) in Eh: -0.258 / -0.386
Relative energy (zero: lowest compared OMol25 entry of this formula, charge and spin) in kJ/mol: 125.16
Charge: +2
DFT total energy in hartree: -2983.5762
Gap between HOMO and LUMO (spin up / spin down) in eV: 8.0 / 6.9



No. 3
Density functional theory data (ωB97M-V/def2-TZVPD) for an isolated ion of composition C3H8N3S and charge +1 in a non-equilibrium geometry.

Element x y z (Å)
C1 -1.783 0.470 0.108
C2 0.264 1.617 0.273
C3 -0.508 -1.887 0.024
N1 -1.127 1.614 -0.082
N2 -0.386 -0.580 0.587
N3 0.667 0.201 0.027
S1 -3.234 -0.112 -0.023
H1 0.846 2.318 -0.332
H2 0.415 1.821 1.343
H3 -0.544 -1.887 -1.069
H4 0.316 -2.509 0.369
H5 -1.435 -2.310 0.405
H6 -1.618 2.471 -0.287
H7 0.792 0.016 -0.994
H8 1.561 -0.021 0.494

Properties
LUMO energy in Eh: -0.129
SMILES: CN1[NH2+]CNC1=S
Relative energy (zero: lowest compared OMol25 entry of this formula, charge and spin) in kJ/mol: 201.60
Charge: +1
DFT total energy in hartree: -681.2375
Gap between HOMO and LUMO in eV: 9.8



No. 4
Density functional theory data (ωB97M-V/def2-TZVPD) for C21H51N9O27S3 as an isolated structure in a non-equilibrium geometry.

Element x y z (Å)
C1 -2.604 2.678 -1.272
N1 -3.928 2.037 -1.595
O1 -4.743 2.745 -2.157
O2 -4.106 0.853 -1.258
H1 -2.081 2.603 -2.225
H2 -2.204 2.144 -0.410
H3 -2.637 3.729 -0.984
C2 -1.682 -2.381 -3.845
N2 -0.375 -2.718 -3.187
O3 0.410 -3.253 -3.963
O4 -0.188 -2.398 -2.039
H4 -1.724 -2.864 -4.821
H5 -1.617 -1.293 -3.841
H6 -2.443 -2.722 -3.143
C3 1.569 0.985 3.156
N3 0.195 1.409 2.740
O5 0.174 2.344 1.963
O6 -0.828 0.849 3.228
H7 1.694 -0.032 2.786
H8 1.643 0.999 4.243
H9 2.216 1.776 2.776
C4 -0.209 -2.415 0.888
N4 -0.107 -2.114 2.277
O7 0.551 -1.168 2.501
O8 -0.518 -2.869 3.138
H10 -1.100 -3.004 0.667
H11 0.688 -2.951 0.579
H12 -0.206 -1.486 0.318
C5 1.718 3.173 -2.354
N5 3.210 2.991 -2.437
O9 3.942 3.303 -1.522
O10 3.626 2.434 -3.465
H13 1.371 2.489 -1.579
H14 1.417 2.935 -3.374
H15 1.526 4.227 -2.153
C6 -2.479 1.860 1.905
N6 -2.829 3.291 1.942
O11 -2.745 3.806 3.063
O12 -3.117 3.893 0.914
H16 -2.008 1.624 2.859
H17 -2.012 1.585 0.959
H18 -3.472 1.411 1.919
C7 3.725 1.103 -1.053
C8 4.372 -0.197 -0.557
O13 4.182 -1.133 -1.569
S1 3.421 -0.588 -2.955
O14 2.325 -1.484 -3.452
O15 4.495 -0.179 -3.866
O16 2.822 0.683 -2.090
H19 4.600 1.692 -1.329
H20 3.153 1.477 -0.204
H21 4.069 -0.525 0.437
H22 5.437 0.033 -0.527
C9 0.989 0.238 -0.803
C10 0.052 0.980 0.112
O17 -1.164 0.252 0.064
S2 -1.463 -0.399 -1.396
O18 -1.792 0.756 -2.220
O19 -2.325 -1.569 -1.236
O20 0.146 -0.781 -1.491
H23 1.756 -0.325 -0.270
H24 1.468 0.908 -1.516
H25 -0.102 2.032 -0.129
H26 0.531 0.918 1.089
C11 2.562 -2.829 3.666
C12 3.375 -1.665 4.213
O21 3.510 -0.824 3.046
S3 3.489 -1.603 1.578
O22 4.799 -1.868 0.987
O23 2.419 -1.054 0.792
O24 2.929 -2.981 2.273
H27 1.514 -2.535 3.723
H28 2.961 -3.778 4.024
H29 4.323 -2.062 4.577
H30 2.929 -1.130 5.052
C13 0.408 -4.501 -0.914
O25 0.034 -5.486 -0.354
N7 1.648 -3.964 -0.686
C14 2.100 -2.659 -1.297
C15 2.553 -4.399 0.411
H31 -0.193 -3.974 -1.671
H32 1.490 -2.391 -2.160
H33 3.156 -2.875 -1.455
H34 2.102 -1.838 -0.580
H35 2.628 -3.579 1.126
H36 2.049 -5.223 0.915
H37 3.568 -4.733 0.196
C16 -5.858 -1.011 -0.831
O26 -7.028 -0.872 -0.988
N8 -5.305 -2.173 -0.469
C17 -3.896 -2.252 -0.275
C18 -6.082 -3.308 -0.082
H38 -5.090 -0.262 -1.081
H39 -3.618 -2.595 0.722
H40 -3.363 -1.301 -0.282
H41 -3.317 -2.795 -1.022
H42 -5.779 -4.206 -0.621
H43 -6.103 -3.481 0.994
H44 -7.121 -3.323 -0.411
C19 0.055 3.828 0.050
O27 -0.282 3.277 -0.972
N9 -0.541 4.992 0.606
C20 -0.149 5.649 1.832
C21 -1.820 5.570 0.101
H45 0.849 3.450 0.712
H46 0.918 5.480 1.980
H47 -0.771 5.151 2.576
H48 -0.339 6.722 1.830
H49 -1.956 5.279 -0.940
H50 -2.645 5.088 0.626
H51 -1.797 6.650 0.249

Properties
LUMO energy in Eh: -0.062
DFT total energy in hartree: -4547.8802
Gap between HOMO and LUMO in eV: 6.7



No. 5
Density functional theory data (ωB97M-V/def2-TZVPD) for one molecule with the formula C11H12N6O in a non-equilibrium geometry.

Element x y z (Å)
O1 -2.338 -2.839 -1.645
N1 0.632 -2.001 -2.255
N2 1.715 -1.247 -2.163
N3 0.993 0.379 3.134
N4 -2.664 -0.980 -0.516
C1 -1.806 -1.819 -1.210
C2 0.543 -0.170 2.037
C3 -2.198 0.118 -0.013
C4 -0.418 -1.383 -1.566
C5 -0.129 1.938 1.926
C6 -0.188 0.784 1.211
C7 0.047 -0.206 -1.063
N5 0.490 1.630 3.111
N6 1.365 -0.122 -1.495
C8 -0.785 0.679 -0.180
C9 0.683 2.636 4.207
C10 3.418 0.467 -0.262
C11 2.311 0.978 -1.203
H1 0.751 -1.180 1.709
H2 -2.900 0.683 0.612
H3 -0.427 2.939 1.664
H4 -0.911 1.639 -0.668
H5 1.376 3.427 3.939
H6 -0.275 3.084 4.428
H7 1.014 2.215 5.165
H8 4.073 1.318 -0.078
H9 3.953 -0.365 -0.758
H10 2.989 0.116 0.677
H11 1.802 1.818 -0.715
H12 2.762 1.341 -2.155

Properties
LUMO energy in Eh: -0.005
SMILES: CCn1nnc2c1[C@H](c1cnn(C)c1)C=NC2=O
Relative energy (zero: lowest compared OMol25 entry of this formula, charge and spin) in kJ/mol: 175.20
DFT total energy in hartree: -830.0683
Gap between HOMO and LUMO in eV: 9.6



No. 6
Density functional theory data (ωB97M-V/def2-TZVPD) for one molecule with the formula C5H8N2O2 in a non-equilibrium geometry.

Element x y z (Å)
C1 1.685 -0.089 0.236
C2 0.434 0.624 0.676
C3 -0.519 1.298 -0.353
C4 -1.069 0.372 -1.347
C5 -0.005 -0.149 -2.245
H1 2.399 0.516 -0.262
H2 2.246 -0.619 1.028
H3 1.443 -0.888 -0.514
H4 0.683 1.465 1.435
H5 0.074 2.113 -0.818
H6 -1.305 1.841 0.156
H7 -1.839 0.882 -2.052
H8 -1.551 -0.624 -0.962
N1 0.809 -0.548 -3.007
N2 -0.365 -0.325 1.544
O1 -0.988 0.200 2.463
O2 -0.063 -1.565 1.340

Properties
LUMO energy in Eh: -0.016
SMILES: C[C@@H](CCC#N)[N+](=O)[O-]
Relative energy (zero: lowest compared OMol25 entry of this formula, charge and spin) in kJ/mol: 470.82
DFT total energy in hartree: -455.1792
Gap between HOMO and LUMO in eV: 10.8



No. 7
Density functional theory data (ωB97M-V/def2-TZVPD) for C12H25Br2CsF2N3NaO7S2 as an isolated structure in a non-equilibrium geometry.

Element x y z (Å)
C1 1.794 -0.627 3.321
C2 0.918 -1.065 2.149
C3 0.345 -2.452 2.489
C4 -0.294 -0.150 1.888
C5 -0.070 1.350 2.107
C6 -0.372 2.085 0.773
C7 -0.944 1.949 3.205
O1 -2.293 2.156 2.833
C8 -3.190 1.129 3.155
C9 -4.530 1.450 3.799
N1 -5.580 1.481 2.852
C10 -4.971 1.268 1.568
C11 -3.728 0.378 1.832
H1 2.213 -1.507 3.796
H2 2.653 -0.076 2.952
H3 1.261 -0.032 4.050
H4 1.471 -1.200 1.227
H5 -0.551 -2.670 1.918
H6 1.086 -3.237 2.419
H7 0.027 -2.410 3.531
H8 -1.130 -0.541 2.459
H9 -0.560 -0.281 0.845
H10 1.059 1.607 2.421
H11 0.135 1.601 -0.055
H12 0.033 3.112 0.784
H13 -1.440 2.113 0.615
H14 -0.861 1.365 4.122
H15 -0.543 2.930 3.436
H16 -2.719 0.298 3.773
H17 -4.824 1.609 4.847
H18 -6.543 1.641 3.027
H19 -5.610 1.021 0.735
H20 -4.508 2.241 1.359
H21 -3.008 0.376 1.030
H22 -4.114 -0.662 2.023
Br1 1.855 3.113 1.966
C12 2.843 -1.378 -2.720
N2 1.686 -1.815 -1.891
O2 1.027 -0.964 -1.339
O3 1.477 -3.007 -1.824
H23 2.902 -0.297 -2.686
H24 3.735 -1.832 -2.301
H25 2.672 -1.725 -3.730
N3 3.526 -0.052 -7.346
S1 4.641 -0.952 -6.630
O4 5.285 -1.884 -7.485
O5 4.299 -1.378 -5.315
F1 5.709 0.160 -6.412
S2 2.274 -0.827 -7.800
O6 1.453 -0.108 -8.685
O7 1.581 -1.607 -6.794
F2 2.876 -2.014 -8.780
Cs1 -4.291 -1.054 4.128
Na1 1.948 -3.353 -7.531
Br2 1.890 4.724 -0.111

Properties
LUMO energy in Eh: -0.081
DFT total energy in hartree: -7489.3545
Gap between HOMO and LUMO in eV: 2.3



No. 8
Density functional theory data (ωB97M-V/def2-TZVPD) for C23H33AsFN4O4PdS as an isolated structure in a non-equilibrium geometry.

Element x y z (Å)
Pd1 -3.066 1.209 -0.058
F1 2.855 0.389 -2.943
C1 2.554 0.152 -1.645
C2 1.249 0.015 -1.291
C3 0.912 -0.158 0.047
C4 -0.514 -0.255 0.391
O1 -1.350 -0.276 -0.525
C5 -0.820 -0.306 1.780
C6 0.209 -0.356 2.666
N1 1.527 -0.319 2.349
C7 2.531 -0.372 3.390
C8 2.320 -1.293 4.545
C9 3.374 -1.608 3.525
C10 1.908 -0.187 1.016
C11 3.250 -0.081 0.633
C12 3.585 0.097 -0.697
N2 4.956 0.212 -1.060
C13 5.406 -0.001 -2.429
C14 6.935 -0.146 -2.401
N3 7.330 -0.620 -1.022
C15 7.111 0.487 -0.003
C16 5.793 1.175 -0.363
C17 -2.210 -0.369 2.346
O2 -2.351 -0.838 3.463
O3 -3.189 0.114 1.645
H1 0.460 0.083 -2.029
H2 -0.023 -0.430 3.719
H3 3.006 0.581 3.592
H4 1.433 -1.910 4.542
H5 2.625 -0.940 5.520
H6 3.163 -2.418 2.838
H7 4.414 -1.485 3.798
H8 4.033 -0.156 1.379
H9 5.158 0.814 -3.111
H10 4.950 -0.909 -2.815
H11 7.455 0.798 -2.547
H12 7.298 -0.866 -3.128
H13 8.290 -0.959 -0.998
H14 6.715 -1.393 -0.766
H15 7.972 1.150 -0.059
H16 7.087 0.002 0.970
H17 5.982 2.054 -0.989
H18 5.305 1.527 0.540
C18 -6.618 2.474 -1.025
C19 -6.722 1.182 -0.222
As1 -5.174 0.062 -0.466
C20 -5.333 -0.531 -2.306
C21 -4.352 0.108 -3.281
C22 -5.458 -1.505 0.598
C23 -6.815 -2.138 0.314
H19 -7.461 3.129 -0.800
H20 -6.633 2.281 -2.100
H21 -5.700 3.017 -0.808
H22 -7.590 0.592 -0.517
H23 -6.795 1.376 0.848
H24 -6.365 -0.335 -2.600
H25 -5.198 -1.612 -2.271
H26 -4.418 1.195 -3.280
H27 -4.553 -0.242 -4.295
H28 -3.323 -0.147 -3.034
H29 -5.330 -1.204 1.635
H30 -4.630 -2.175 0.368
H31 -7.637 -1.505 0.648
H32 -6.897 -3.085 0.850
H33 -6.969 -2.352 -0.745
O4 -0.679 2.827 0.013
S1 -1.981 3.484 -0.189
N4 -3.000 2.894 -1.153

Properties
LUMO energy (spin up / spin down) in Eh: -0.119 / -0.119
Charge: +1
DFT total energy in hartree: -4277.5850
Gap between HOMO and LUMO (spin up / spin down) in eV: 6.6 / 6.3



Question: Which of these has the highest DFT total energy?
Answer: C3H11N2